14
Properties=species:S:1:pos:R:3:forces:R:3 method="wB97M-V/def2-TZVPD" fmax_ev_per_a=0.38 molar_mass_g_mol=97.12 lumo_ev=0.794 homo_lumo_gap_ha=0.3694 homo_ev=-9.26 smiles="[H]/N=C1/C=C(C)CO1"
C 1.3459 -1.5204 0.4197 0.063 0.027 0.082
C 0.4343 -0.3639 0.1609 -0.078 0.045 -0.044
C 0.4460 0.9333 0.4724 0.023 -0.188 0.001
C -0.7684 1.5688 -0.0735 0.150 0.212 0.138
N -1.0862 2.7858 0.0611 -0.028 -0.361 -0.113
O -1.4901 0.6048 -0.7395 -0.006 0.081 0.008
C -0.8055 -0.6390 -0.6338 0.038 -0.116 -0.003
H 0.7516 -2.4276 0.5926 0.117 0.186 0.025
H 1.9694 -1.7240 -0.4600 -0.061 0.093 0.145
H 1.9944 -1.3671 1.2828 -0.009 0.055 -0.112
H 1.1655 1.5193 1.0305 -0.042 -0.220 -0.047
H -1.9751 3.0110 -0.3836 0.061 -0.144 -0.021
H -1.4329 -1.3829 -0.1239 -0.055 0.182 -0.114
H -0.5516 -1.0310 -1.6285 -0.172 0.148 0.056

50
Properties=species:S:1:pos:R:3:forces:R:3 method="wB97M-V/def2-TZVPD" fmax_ev_per_a=0.36 molar_mass_g_mol=426.02 lumo_ev="5.009 / 5.009" homo_lumo_gap_ha="0.1978 / 0.2023" total_charge=-2 multiplicity=2 homo_ev="-0.37 / -0.49"
Ti -0.7218 0.0332 0.2285 -0.139 0.060 0.216
O -2.6493 -1.7068 -2.7918 0.002 -0.094 0.113
C -2.3195 -1.0365 -1.8270 -0.076 0.210 0.060
O -1.7672 -1.4630 -0.7371 0.136 0.098 -0.273
C -2.5472 0.5342 -1.8480 0.041 -0.207 0.061
O -3.0697 1.0634 -2.8118 -0.045 0.105 0.102
O -2.1083 1.1354 -0.7797 0.195 -0.121 -0.276
C -1.8626 0.3483 5.2724 -0.009 -0.021 -0.049
Ge -2.3036 0.3679 3.3212 0.068 0.021 0.040
C -3.1959 2.1107 3.0143 0.029 -0.024 -0.042
C -3.7876 -0.9570 3.1813 0.034 -0.001 0.001
C -0.8274 0.0750 2.1882 0.020 -0.062 -0.228
H -2.7537 0.4963 5.8903 0.001 0.007 0.001
H -1.1372 1.1315 5.5039 -0.009 0.009 -0.007
H -1.4150 -0.6141 5.5338 -0.007 0.002 0.012
H -4.1144 2.2097 3.6000 -0.004 0.000 0.005
H -3.4376 2.2065 1.9536 -0.006 -0.003 0.000
H -2.5157 2.9248 3.2740 -0.005 -0.003 0.013
H -4.6376 -0.7010 3.8223 0.002 0.005 0.008
H -3.4194 -1.9478 3.4585 -0.008 0.002 0.012
H -4.1269 -1.0123 2.1450 0.003 0.017 0.001
H -0.0261 -0.5252 2.6498 -0.024 -0.004 0.056
C 0.8097 1.2185 -3.4721 0.017 -0.007 -0.013
Si 1.6923 1.4213 -1.8197 -0.118 -0.050 -0.014
C 1.1385 3.0687 -1.0807 0.002 -0.015 0.013
C 3.5250 1.6743 -2.2820 -0.015 -0.014 0.010
C 1.3827 0.0565 -0.6435 -0.111 0.073 0.223
Si 1.8912 -1.6729 -0.9554 -0.047 0.014 -0.053
C 1.4053 -2.8012 0.4782 -0.013 0.024 -0.010
C 3.7778 -1.9053 -1.1307 -0.016 0.000 0.004
C 1.1651 -2.4017 -2.5323 0.029 -0.007 -0.028
H 1.0410 2.0731 -4.1172 -0.009 -0.010 -0.014
H -0.2765 1.1661 -3.3675 0.002 0.011 0.044
H 1.1326 0.3118 -3.9902 0.007 0.011 0.003
H 1.3565 3.9051 -1.7528 0.013 -0.002 0.000
H 1.6414 3.2530 -0.1268 0.004 0.006 -0.007
H 0.0623 3.0588 -0.8877 -0.004 -0.027 -0.014
H 3.6524 2.5798 -2.8848 0.005 0.001 -0.002
H 3.9041 0.8277 -2.8616 -0.005 0.007 0.008
H 4.1486 1.7682 -1.3883 -0.006 0.000 0.005
H 1.8207 0.3666 0.3247 0.049 -0.016 -0.021
H 1.8157 -2.4331 1.4231 0.008 -0.005 -0.005
H 1.7706 -3.8211 0.3174 0.010 -0.001 0.002
H 0.3180 -2.8381 0.5865 0.001 0.003 -0.014
H 4.3021 -1.5186 -0.2517 -0.006 0.004 0.003
H 4.1635 -1.3739 -2.0052 -0.007 -0.004 0.010
H 4.0322 -2.9654 -1.2381 0.006 0.001 0.000
H 0.0744 -2.3483 -2.5500 -0.001 0.015 0.050
H 1.4538 -3.4555 -2.6126 -0.004 0.001 -0.016
H 1.5425 -1.8874 -3.4209 0.011 -0.008 0.010

83
Properties=species:S:1:pos:R:3:forces:R:3 method="wB97M-V/def2-TZVPD" fmax_ev_per_a=7.60 molar_mass_g_mol=697.76 lumo_ev="-2.970 / -2.977" homo_lumo_gap_ha="0.2151 / 0.2174" total_charge=+1 homo_ev="-8.82 / -8.89"
Sc 0.7151 -2.0093 -0.3363 -1.457 -1.169 -0.526
N -1.3806 -2.0264 0.8730 0.133 0.979 0.466
C -1.5112 -0.7161 1.5282 -0.020 0.175 -0.141
C -0.5160 0.2427 0.8785 -0.209 -0.208 0.770
O 0.6684 -0.1567 0.8398 -0.315 0.208 -0.458
O -0.8663 1.3913 0.4741 0.308 0.174 -0.121
H -2.0795 -2.1407 0.1468 0.097 -0.278 -0.023
H -1.4847 -2.7712 1.5498 0.032 -0.162 -0.171
H -1.1823 -0.7937 2.5657 -0.089 0.029 0.040
H -2.5175 -0.2974 1.5130 -0.073 -0.142 -0.044
O 2.6567 -5.2626 1.0934 -0.027 -0.025 0.027
S 2.6072 -3.8431 1.1670 0.107 0.010 0.053
O 1.2517 -3.2514 1.3181 0.339 0.087 -0.034
N 3.2514 -3.2069 -0.2275 0.050 0.499 0.181
C 3.9681 -1.9624 -0.2014 0.091 -0.080 0.030
C 5.2222 -1.9636 0.3543 0.053 -0.031 -0.065
C 6.0122 -0.8047 0.4302 -0.007 0.004 0.012
C 5.5619 0.3590 -0.1165 0.005 -0.016 -0.022
C 4.3037 0.3926 -0.7564 -0.038 0.032 -0.156
C 3.8464 1.5615 -1.4084 -0.004 0.027 0.007
C 2.6434 1.5683 -2.0473 0.027 -0.019 -0.041
C 1.8532 0.4106 -1.9808 0.036 -0.067 -0.055
N 2.2338 -0.6934 -1.3790 0.070 0.228 0.384
C 3.4735 -0.7526 -0.7918 0.110 -0.076 0.042
C 3.5481 -3.2504 2.5153 -0.006 -0.033 0.011
C 4.4490 -4.1244 3.1052 0.052 0.028 -0.017
C 5.1893 -3.6790 4.1906 0.000 -0.008 -0.012
C 5.0183 -2.3854 4.6617 -0.005 0.011 0.002
C 4.1023 -1.5255 4.0640 0.020 -0.002 0.000
C 3.3530 -1.9559 2.9844 -0.021 -0.004 0.017
H 5.6139 -2.8973 0.7336 -0.005 -0.008 -0.007
H 6.9860 -0.8572 0.8972 0.001 0.003 -0.001
H 6.1642 1.2580 -0.0988 -0.001 0.002 -0.003
H 4.4752 2.4433 -1.3977 0.004 -0.002 -0.004
H 2.2811 2.4387 -2.5742 -0.013 0.000 0.008
H 0.8639 0.3936 -2.4260 -0.028 0.041 0.052
H 4.5587 -5.1290 2.7200 -0.013 -0.004 0.006
H 5.8941 -4.3447 4.6692 -0.001 0.000 0.002
H 5.5972 -2.0438 5.5096 0.002 0.001 -0.002
H 3.9724 -0.5212 4.4433 -0.006 -0.002 0.004
H 2.6309 -1.2990 2.5150 -0.010 -0.013 -0.006
Cl -0.6253 -3.4978 -2.6275 -0.401 -5.358 -5.380
C 2.2473 -3.3943 -1.3212 -0.603 -0.531 0.016
H 2.6851 -3.1676 -2.2892 0.297 0.165 0.156
H 1.9781 -4.4534 -1.3424 0.279 -0.080 0.130
C -3.8052 5.5553 0.7879 0.000 -0.004 -0.022
C -4.3293 4.9819 2.0992 -0.002 -0.011 -0.026
C -4.4566 3.4618 2.1121 0.019 -0.013 -0.013
C -3.1324 2.6881 1.9736 -0.042 0.027 0.011
Ge -2.4152 2.4646 0.1762 0.136 0.015 0.142
C -3.5595 1.5324 -1.0810 -0.027 -0.027 0.011
C -4.6429 2.4420 -1.6816 0.021 -0.029 -0.026
C -4.0927 3.4927 -2.6415 -0.024 -0.007 0.010
C -5.1861 4.4076 -3.1764 -0.004 0.000 -0.013
H -3.9034 6.6403 0.7647 -0.005 0.000 0.004
H -4.3644 5.1612 -0.0673 -0.001 0.001 0.005
H -2.7483 5.3323 0.6348 0.003 0.004 0.008
H -5.3169 5.4008 2.3022 0.005 0.009 0.015
H -3.6850 5.2983 2.9244 -0.003 0.002 0.002
H -5.1552 3.1570 1.3269 -0.012 -0.030 0.015
H -4.9195 3.1592 3.0536 -0.002 0.020 0.008
H -3.2933 1.6721 2.3441 0.062 -0.027 -0.006
H -2.3557 3.1320 2.6016 -0.016 0.016 0.008
H -1.6089 3.6295 -0.3871 -0.036 0.010 -0.020
H -4.0099 0.6870 -0.5538 -0.025 0.015 0.015
H -2.9374 1.1093 -1.8694 0.025 0.005 -0.009
H -5.2181 2.9403 -0.8953 -0.005 -0.020 0.011
H -5.3565 1.8123 -2.2191 -0.021 0.021 -0.004
H -3.5911 2.9861 -3.4712 0.019 0.004 0.009
H -3.3270 4.0958 -2.1423 0.002 0.003 -0.009
H -5.9640 3.8324 -3.6813 0.001 -0.002 -0.001
H -4.7899 5.1293 -3.8900 0.005 0.001 0.004
H -5.6612 4.9662 -2.3671 -0.004 -0.005 0.001
C -1.1692 -4.0416 -1.2002 0.116 3.650 2.799
C -1.1022 -1.8829 -2.1109 0.139 1.344 3.236
C 0.1010 -3.1533 -4.1327 0.412 1.250 -0.663
O -1.3554 -0.7185 -1.9086 -0.290 0.014 -0.688
H -0.2461 -4.7918 -2.9997 -0.070 0.499 0.527
H -1.9199 -3.7380 -3.2477 0.962 0.183 0.379
H -1.4928 -4.9126 -0.6537 -0.002 -0.762 -1.020
H 0.5965 -3.2103 -1.9214 0.229 -0.137 -0.617
H 0.5389 -3.8946 -4.7829 -0.251 -0.419 0.311
H 0.1614 -2.1060 -4.4379 -0.078 0.013 0.477

Copy entry 1 word for word.
14
Properties=species:S:1:pos:R:3:forces:R:3 method="wB97M-V/def2-TZVPD" fmax_ev_per_a=0.38 molar_mass_g_mol=97.12 lumo_ev=0.794 homo_lumo_gap_ha=0.3694 homo_ev=-9.26 smiles="[H]/N=C1/C=C(C)CO1"
C 1.3459 -1.5204 0.4197 0.063 0.027 0.082
C 0.4343 -0.3639 0.1609 -0.078 0.045 -0.044
C 0.4460 0.9333 0.4724 0.023 -0.188 0.001
C -0.7684 1.5688 -0.0735 0.150 0.212 0.138
N -1.0862 2.7858 0.0611 -0.028 -0.361 -0.113
O -1.4901 0.6048 -0.7395 -0.006 0.081 0.008
C -0.8055 -0.6390 -0.6338 0.038 -0.116 -0.003
H 0.7516 -2.4276 0.5926 0.117 0.186 0.025
H 1.9694 -1.7240 -0.4600 -0.061 0.093 0.145
H 1.9944 -1.3671 1.2828 -0.009 0.055 -0.112
H 1.1655 1.5193 1.0305 -0.042 -0.220 -0.047
H -1.9751 3.0110 -0.3836 0.061 -0.144 -0.021
H -1.4329 -1.3829 -0.1239 -0.055 0.182 -0.114
H -0.5516 -1.0310 -1.6285 -0.172 0.148 0.056

Repeat the second record exactly.
50
Properties=species:S:1:pos:R:3:forces:R:3 method="wB97M-V/def2-TZVPD" fmax_ev_per_a=0.36 molar_mass_g_mol=426.02 lumo_ev="5.009 / 5.009" homo_lumo_gap_ha="0.1978 / 0.2023" total_charge=-2 multiplicity=2 homo_ev="-0.37 / -0.49"
Ti -0.7218 0.0332 0.2285 -0.139 0.060 0.216
O -2.6493 -1.7068 -2.7918 0.002 -0.094 0.113
C -2.3195 -1.0365 -1.8270 -0.076 0.210 0.060
O -1.7672 -1.4630 -0.7371 0.136 0.098 -0.273
C -2.5472 0.5342 -1.8480 0.041 -0.207 0.061
O -3.0697 1.0634 -2.8118 -0.045 0.105 0.102
O -2.1083 1.1354 -0.7797 0.195 -0.121 -0.276
C -1.8626 0.3483 5.2724 -0.009 -0.021 -0.049
Ge -2.3036 0.3679 3.3212 0.068 0.021 0.040
C -3.1959 2.1107 3.0143 0.029 -0.024 -0.042
C -3.7876 -0.9570 3.1813 0.034 -0.001 0.001
C -0.8274 0.0750 2.1882 0.020 -0.062 -0.228
H -2.7537 0.4963 5.8903 0.001 0.007 0.001
H -1.1372 1.1315 5.5039 -0.009 0.009 -0.007
H -1.4150 -0.6141 5.5338 -0.007 0.002 0.012
H -4.1144 2.2097 3.6000 -0.004 0.000 0.005
H -3.4376 2.2065 1.9536 -0.006 -0.003 0.000
H -2.5157 2.9248 3.2740 -0.005 -0.003 0.013
H -4.6376 -0.7010 3.8223 0.002 0.005 0.008
H -3.4194 -1.9478 3.4585 -0.008 0.002 0.012
H -4.1269 -1.0123 2.1450 0.003 0.017 0.001
H -0.0261 -0.5252 2.6498 -0.024 -0.004 0.056
C 0.8097 1.2185 -3.4721 0.017 -0.007 -0.013
Si 1.6923 1.4213 -1.8197 -0.118 -0.050 -0.014
C 1.1385 3.0687 -1.0807 0.002 -0.015 0.013
C 3.5250 1.6743 -2.2820 -0.015 -0.014 0.010
C 1.3827 0.0565 -0.6435 -0.111 0.073 0.223
Si 1.8912 -1.6729 -0.9554 -0.047 0.014 -0.053
C 1.4053 -2.8012 0.4782 -0.013 0.024 -0.010
C 3.7778 -1.9053 -1.1307 -0.016 0.000 0.004
C 1.1651 -2.4017 -2.5323 0.029 -0.007 -0.028
H 1.0410 2.0731 -4.1172 -0.009 -0.010 -0.014
H -0.2765 1.1661 -3.3675 0.002 0.011 0.044
H 1.1326 0.3118 -3.9902 0.007 0.011 0.003
H 1.3565 3.9051 -1.7528 0.013 -0.002 0.000
H 1.6414 3.2530 -0.1268 0.004 0.006 -0.007
H 0.0623 3.0588 -0.8877 -0.004 -0.027 -0.014
H 3.6524 2.5798 -2.8848 0.005 0.001 -0.002
H 3.9041 0.8277 -2.8616 -0.005 0.007 0.008
H 4.1486 1.7682 -1.3883 -0.006 0.000 0.005
H 1.8207 0.3666 0.3247 0.049 -0.016 -0.021
H 1.8157 -2.4331 1.4231 0.008 -0.005 -0.005
H 1.7706 -3.8211 0.3174 0.010 -0.001 0.002
H 0.3180 -2.8381 0.5865 0.001 0.003 -0.014
H 4.3021 -1.5186 -0.2517 -0.006 0.004 0.003
H 4.1635 -1.3739 -2.0052 -0.007 -0.004 0.010
H 4.0322 -2.9654 -1.2381 0.006 0.001 0.000
H 0.0744 -2.3483 -2.5500 -0.001 0.015 0.050
H 1.4538 -3.4555 -2.6126 -0.004 0.001 -0.016
H 1.5425 -1.8874 -3.4209 0.011 -0.008 0.010